Here is the ion C4H6N2O2PS with charge +1 at a distorted geometry from the OMol25 dataset. Energies are from ωB97M-V/def2-TZVPD.

Each atom is followed by the atoms it is bonded to, with distances in Å.
Geometry (Å):
1 O 2.44 -1.50 0.78  P2 1.612, H11 0.979
2 P 1.89 -0.15 0.09  O1 1.612, O3 1.616, S4 1.948, C5 1.846
3 O 2.46 0.05 -1.41  P2 1.616, H12 0.975
4 S 2.44 1.36 1.19  P2 1.948
5 C 0.05 -0.06 -0.01  P2 1.846, C6 1.428, C10 1.415
6 C -0.75 -0.94 -0.80  C5 1.428, C7 1.425, H13 1.096
7 C -2.16 -0.71 -0.79  C6 1.425, N8 1.314, H14 1.103
8 N -2.85 0.21 -0.15  C7 1.314, N9 1.319
9 N -2.03 0.95 0.58  N8 1.319, C10 1.313, H15 1.024
10 C -0.73 0.89 0.70  C5 1.415, N9 1.313, H16 1.103
11 H 2.57 -1.25 1.72  O1 0.979
12 H 2.51 1.01 -1.60  O3 0.975
13 H -0.34 -1.75 -1.41  C6 1.096
14 H -2.77 -1.39 -1.40  C7 1.103
15 H -2.51 1.68 1.11  N9 1.024
16 H -0.21 1.59 1.37  C10 1.103

**Gap between HOMO and LUMO**: 7.118 eV
**SMILES**: OP(O)(=S)c1ccn[nH+]c1
**LUMO energy**: -5.9 eV
**F_max**: 3.765 eV/A
**Charge**: +1
**Electronic energy**: -1155.33067 Ha

=====

Here is a cluster of 2 separate species, C4H6N2O3 in total at a distorted geometry from the OMol25 dataset. Energies are from ωB97M-V/def2-TZVPD.

Each atom is followed by the atoms it is bonded to, with distances in Å.
Geometry (Å):
1 O -3.54 0.18 0.01  C2 1.197
2 C -2.35 0.10 -0.03  O1 1.197, C3 1.517, N8 1.429
3 C -1.54 -1.18 -0.12  C2 1.517, C4 1.335, H9 1.203
4 C -0.21 -1.07 0.01  C3 1.335, N5 1.439, H10 1.015
5 N 0.50 0.12 0.37  C4 1.439, C6 1.433, H11 1.150
6 C -0.17 1.33 -0.02  N5 1.433, O7 1.175, N8 1.336
7 O 0.26 2.42 -0.05  C6 1.175
8 N -1.50 1.25 -0.14  C2 1.429, C6 1.336, H12 1.106
9 H -1.92 -2.30 -0.30  C3 1.203
10 H 0.41 -1.88 0.07  C4 1.015
11 H 1.58 0.13 -0.04  N5 1.150
12 H -2.19 2.06 0.15  N8 1.106
13 O 3.43 -0.03 -0.18  H14 0.955, H15 0.915
14 H 4.15 -0.24 0.41  O13 0.955
15 H 3.08 -0.88 -0.15  O13 0.915

**Energy above the lowest of the compared OMol25 structures with the same formula, charge and spin**: 43.6 kcal per mole
**Gap between HOMO and LUMO**: 9.758 eV
**SMILES**: O=c1cc[nH]c(=O)[nH]1.O
**LUMO energy**: 0.1 eV
**F_max**: 6.913 eV/A
**Electronic energy**: -491.23149 Ha

=====

Here is a cluster of 2 separate species, C4H6N2O3 in total at a distorted geometry from the OMol25 dataset. Energies are from ωB97M-V/def2-TZVPD.

Each atom is followed by the atoms it is bonded to, with distances in Å.
Geometry (Å):
1 O 0.33 1.58 -2.73  C2 1.249
2 C -0.04 0.93 -1.73  O1 1.249, C3 1.478, N8 1.354
3 C -0.71 1.54 -0.56  C2 1.478, C4 1.278, H9 1.028
4 C -1.10 0.71 0.33  C3 1.278, N5 1.438, H10 1.109
5 N -0.67 -0.66 0.33  C4 1.438, C6 1.412, H11 0.978
6 C -0.32 -1.35 -0.85  N5 1.412, O7 1.198, N8 1.337
7 O -0.35 -2.53 -1.08  C6 1.198
8 N 0.16 -0.41 -1.67  C2 1.354, C6 1.337, H12 1.156
9 H -0.93 2.54 -0.42  C3 1.028
10 H -1.52 0.83 1.34  C4 1.109
11 H -0.89 -1.21 1.11  N5 0.978
12 H 0.14 -0.83 -2.74  N8 1.156
13 O 1.73 -0.26 3.19  H14 0.926, H15 1.014
14 H 1.87 -1.16 2.98  O13 0.926
15 H 2.29 0.28 2.54  O13 1.014

**Energy above the lowest of the compared OMol25 structures with the same formula, charge and spin**: 32.5 kcal per mole
**Gap between HOMO and LUMO**: 10.186 eV
**SMILES**: O=c1cc[nH]c(=O)[nH]1.O
**LUMO energy**: 0.3 eV
**F_max**: 7.589 eV/A
**Electronic energy**: -491.24908 Ha

=====

Here is the molecule C4H6N2O3S at a distorted geometry from the OMol25 dataset. Energies are from ωB97M-V/def2-TZVPD.

Each atom is followed by the atoms it is bonded to, with distances in Å.
Geometry (Å):
1 C 0.83 1.77 -1.57  C2 1.359, N5 1.309, H11 1.051
2 C 0.67 0.84 -0.59  C1 1.359, S10 1.608
3 C -0.33 -1.68 1.04  C4 1.481, O9 1.420, H12 1.072, H13 1.180
4 C 1.00 -1.05 1.21  C3 1.481, S10 1.864, H14 1.105, H15 1.145
5 N 0.17 2.29 -2.58  C1 1.309, O8 1.345
6 N -1.85 1.94 -1.56  O7 1.205, O8 1.391
7 O -3.05 2.03 -1.53  N6 1.205
8 O -1.17 2.36 -2.70  N5 1.345, N6 1.391
9 O -0.32 -2.91 1.74  C3 1.420, H16 0.903
10 S 0.89 0.80 1.00  C2 1.608, C4 1.864
11 H 1.85 2.00 -1.70  C1 1.051
12 H -0.58 -1.94 0.03  C3 1.072
13 H -1.08 -1.10 1.75  C3 1.180
14 H 1.86 -1.40 0.61  C4 1.105
15 H 1.06 -1.21 2.34  C4 1.145
16 H 0.05 -2.75 2.55  O9 0.903

**Energy above the lowest of the compared OMol25 structures with the same formula, charge and spin**: 174.7 kcal per mole
**Gap between HOMO and LUMO (spin up / spin down)**: 7.555 / 7.554 eV
**LUMO energy (spin up / spin down)**: -0.9 / -0.9 eV
**F_max**: 4.095 eV/A
**Electronic energy**: -889.12779 Ha

=====

Here is the molecule C4H6N2O4 at a distorted geometry from the OMol25 dataset. Energies are from ωB97M-V/def2-TZVPD.

Each atom is followed by the atoms it is bonded to, with distances in Å.
Geometry (Å):
1 O 2.27 -1.13 -1.83  C2 1.221
2 C 1.13 -0.70 -1.78  O1 1.221, N3 1.352, H11 1.107
3 N 0.30 -0.85 -0.72  C2 1.352, C4 1.445, H12 1.088
4 C -1.11 -0.54 -0.77  N3 1.445, C5 1.522, H13 1.097, H14 1.097
5 C -1.44 0.62 0.16  C4 1.522, O6 1.211, N7 1.385
6 O -2.34 1.40 -0.07  C5 1.211
7 N -0.62 0.82 1.26  C5 1.385, C8 1.386, H15 1.015
8 C 0.74 1.08 1.23  N7 1.386, O9 1.204, O10 1.418
9 O 1.23 2.14 0.92  C8 1.204
10 O 1.55 0.09 1.83  C8 1.418, H16 0.965
11 H 0.71 -0.05 -2.58  C2 1.107
12 H 0.74 -1.32 0.16  N3 1.088
13 H -1.41 -0.29 -1.79  C4 1.097
14 H -1.72 -1.39 -0.42  C4 1.097
15 H -1.10 0.73 2.15  N7 1.015
16 H 1.06 -0.62 2.26  O10 0.965

**Energy above the lowest of the compared OMol25 structures with the same formula, charge and spin**: 31.9 kcal per mole
**Gap between HOMO and LUMO**: 10.065 eV
**SMILES**: O=CNCC(=O)NC(=O)O
**LUMO energy**: -0.1 eV
**F_max**: 2.920 eV/A
**Electronic energy**: -566.48814 Ha

=====

Here is the molecule C4H6N2O4 at a distorted geometry from the OMol25 dataset. Energies are from ωB97M-V/def2-TZVPD.

Each atom is followed by the atoms it is bonded to, with distances in Å.
Geometry (Å):
1 C 1.35 0.19 0.55  N5 1.381, N6 1.424, O7 1.202
2 C -0.33 1.91 0.79  N6 1.359, O8 1.215, H11 1.155
3 C 0.58 -1.19 -1.39  N5 1.419, H12 1.101, H13 1.033
4 C -1.05 -0.31 0.23  N6 1.462, O9 1.326, O10 1.345
5 N 1.56 -0.52 -0.61  C1 1.381, C3 1.419, H14 0.987
6 N -0.01 0.59 0.73  C1 1.424, C2 1.359, C4 1.462
7 O 2.25 0.57 1.25  C1 1.202
8 O -1.47 2.32 0.69  C2 1.215
9 O -1.10 -1.33 1.07  C4 1.326, H15 0.937
10 O -2.12 0.21 -0.39  C4 1.345, H16 1.143
11 H 0.69 2.44 0.96  C2 1.155
12 H 0.20 -2.21 -1.24  C3 1.101
13 H 0.80 -0.99 -2.38  C3 1.033
14 H 2.40 -0.96 -0.88  N5 0.987
15 H -1.56 -2.00 0.60  O9 0.937
16 H -2.18 1.27 0.03  O10 1.143

**Energy above the lowest of the compared OMol25 structures with the same formula, charge and spin**: 94.4 kcal per mole
**Gap between HOMO and LUMO (spin up / spin down)**: 8.086 / 7.768 eV
**LUMO energy (spin up / spin down)**: 0.1 / 0.0 eV
**F_max**: 4.385 eV/A
**Electronic energy**: -566.38851 Ha

=====

Here is the molecule C4H6N2OS at a distorted geometry from the OMol25 dataset. Energies are from ωB97M-V/def2-TZVPD.

Each atom is followed by the atoms it is bonded to, with distances in Å.
Geometry (Å):
1 N 1.02 -0.85 2.12  C2 1.340, H9 1.008, H10 1.000
2 C 1.47 0.35 1.73  N1 1.340, N3 1.307, H11 1.109
3 N 1.07 0.98 0.65  C2 1.307, C4 1.361
4 C 0.37 0.18 -0.20  N3 1.361, C5 1.353, H12 1.121
5 C -0.70 0.56 -0.94  C4 1.353, C6 1.463, H13 1.074
6 C -1.33 -0.33 -1.92  C5 1.463, O7 1.355, S8 1.641
7 O -1.99 0.39 -2.86  C6 1.355, H14 0.987
8 S -1.30 -1.97 -2.02  C6 1.641
9 H 0.06 -1.06 1.88  N1 1.008
10 H 1.31 -1.20 3.00  N1 1.000
11 H 2.23 0.86 2.35  C2 1.109
12 H 0.82 -0.84 -0.30  C4 1.121
13 H -1.05 1.57 -0.86  C5 1.074
14 H -1.97 1.35 -2.63  O7 0.987

**Energy above the lowest of the compared OMol25 structures with the same formula, charge and spin**: 50.8 kcal per mole
**Gap between HOMO and LUMO**: 8.275 eV
**SMILES**: N/C=N\C=C\C(O)=S
**LUMO energy**: -0.1 eV
**F_max**: 2.455 eV/A
**Electronic energy**: -738.92372 Ha

=====

Here is a cluster of 2 separate species, C4H6N2OS in total at a distorted geometry from the OMol25 dataset. Energies are from ωB97M-V/def2-TZVPD.

Each atom is followed by the atoms it is bonded to, with distances in Å.
Geometry (Å):
1 C 0.53 -0.28 -0.65  C2 1.478, N11 1.413, N12 1.281
2 C 0.40 0.29 0.71  C1 1.478, C3 1.458, S14 1.607
3 C -0.98 0.51 1.11  C2 1.458, C4 1.351, H8 1.179
4 C -1.28 1.26 2.20  C3 1.351, H9 1.157, H10 1.075
5 H 2.61 -1.65 -0.33  no bonds
6 H 1.58 -0.96 -2.16  N11 1.064
7 H -1.07 -0.73 -3.36  O13 1.174
8 H -1.92 -0.01 0.64  C3 1.179
9 H -0.29 1.46 2.75  C4 1.157
10 H -2.14 1.68 2.70  C4 1.075
11 N 1.60 -1.10 -1.10  C1 1.413, H6 1.064
12 N -0.50 -0.12 -1.39  C1 1.281, O13 1.494
13 O -0.33 -1.08 -2.52  H7 1.174, N12 1.494
14 S 1.79 0.71 1.41  C2 1.607

**Energy above the lowest of the compared OMol25 structures with the same formula, charge and spin**: 173.2 kcal per mole
**Gap between HOMO and LUMO**: 7.635 eV
**LUMO energy**: -1.1 eV
**F_max**: 6.417 eV/A
**Electronic energy**: -738.72860 Ha